Arrangement w

DFT (the ωB97M-V functional and the def2-TZVPD basis) results for an isolated molecule of CH2IOP.

**Frontier orbital gap**: 9.2674 eV

Last column: natural (NBO) charge in e.
Positions of all 6 atoms, in Å:
I  0.22925  -1.91872  -0.12042  0.10
P  -0.39569  0.46126  -1.32848  1.31
O  -1.78182  0.31184  -1.02337  -1.04
C  0.50035  0.27137  0.42497  -0.85
H  1.59910  0.36826  0.69081  0.24
H  -0.15120  0.50599  1.35649  0.24

Arrangement x

DFT (the ωB97M-V functional and the def2-TZVPD basis) results for CH2IOP as an isolated structure.

**Frontier orbital gap**: 9.7518 eV

Last column: natural (NBO) charge in e.
Positions of all 6 atoms, in Å:
I  -2.29520  0.73463  -0.11020  -0.06
P  0.85220  0.43907  0.68297  0.33
O  -0.56537  -1.69622  -0.24252  -0.49
C  -0.49605  -0.54816  0.00253  0.22
H  0.79327  1.41897  -0.30239  0.01
H  1.71115  -0.34829  -0.03039  -0.01

Last place for stability: arrangement w

Arrangement w

DFT (the ωB97M-V functional and the def2-TZVPD basis) results for a 2-piece molecular cluster, CH3IO2 overall.

**Frontier orbital gap**: 10.0988 eV

Last column: natural (NBO) charge in e.
Positions of all 7 atoms, in Å:
I  -3.26738  -1.02010  0.64084  0.03
O  2.12804  0.78080  -0.23833  -0.96
O  -0.33759  0.12420  0.66911  -0.51
C  -1.12286  -0.66660  0.16021  0.31
H  -0.72684  -1.32674  -0.64993  0.17
H  1.48067  0.89865  0.45941  0.49
H  1.84597  1.20979  -1.04133  0.47

Arrangement x

DFT (the ωB97M-V functional and the def2-TZVPD basis) results for a 2-piece molecular cluster, CH3IO2 overall.

**Frontier orbital gap**: 8.8875 eV

Last column: natural (NBO) charge in e.
Positions of all 7 atoms, in Å:
I  1.96991  0.51884  -0.27893  1.04
O  2.16657  -0.59652  1.13167  -1.04
O  -1.34968  0.80606  -0.83781  -0.50
C  -1.52447  0.15653  0.13198  0.29
H  -0.74240  -0.60317  0.46317  0.10
H  -2.34942  0.19168  0.84853  0.11
H  1.82949  -0.47343  -1.45861  0.01

Last place for stability: arrangement x

Arrangement w

DFT (the ωB97M-V functional and the def2-TZVPD basis) results for C48H33F3N3O6SSb2Se4Y as an isolated structure.

**Total charge**: -2
**Frontier orbital gap**: 5.0984 eV

Last column: Mulliken charge in e.
Positions of all 101 atoms, in Å:
Sb  -1.43777  0.69084  0.79198  3.50
Sb  4.25352  0.12997  -3.95247  0.76
Y  0.58465  0.43400  -1.03973  -2.79
Se  4.85236  -2.23802  -4.31767  -0.74
Se  4.07387  1.04639  -6.21794  -0.72
Se  6.02825  1.29834  -2.77577  -0.75
Se  2.16758  0.34888  -2.59674  1.19
S  -0.59910  -0.08683  -6.15313  -0.28
F  -7.08404  -1.89639  1.43799  -0.37
F  -4.65633  5.34204  3.61461  -0.38
F  0.68822  -1.03804  6.43357  -0.40
O  0.97467  2.47421  -1.01949  0.15
O  4.13152  -2.83876  -1.00766  -0.47
O  1.81335  -2.72626  -2.89289  0.52
O  -0.34206  -1.14610  -2.05060  -0.42
O  1.87252  -1.27324  -0.31657  1.20
O  -0.82082  -1.74414  0.02386  -0.29
N  -0.96399  1.66357  -2.71654  0.41
N  1.87333  0.90767  0.96197  0.65
N  2.54195  -0.14539  1.56659  -1.06
C  -1.25496  2.63673  -4.88340  -1.10
C  -1.95168  3.69893  -4.35412  -0.61
C  1.04523  -6.04331  -1.59947  -0.49
C  -2.31203  3.66966  1.42436  -0.02
C  1.32658  4.35120  2.06308  -0.45
C  -4.15401  3.04974  3.41021  -0.82
C  1.65551  -5.03774  -2.32561  -1.03
C  0.20576  -1.62938  4.20819  -1.00
C  -2.17787  3.72659  -2.98562  -1.26
C  4.04237  -3.86569  2.99480  -0.83
C  2.51115  -1.20529  0.79893  0.47
C  -2.49411  2.33416  1.77933  -0.08
C  0.51343  5.78925  0.33020  -0.56
C  4.05972  -3.12561  0.29666  0.68
C  -4.76670  -2.05022  1.81925  -0.75
C  -0.44080  -4.44189  -0.61706  -0.89
C  0.51193  4.73441  -0.56046  -0.55
C  -0.01023  -5.75196  -0.74048  -0.83
C  -0.35060  -2.01426  -1.11636  0.46
C  0.14034  -3.41314  -1.35883  0.29
C  -3.48868  -1.53228  1.62619  -0.22
C  -0.77390  1.62584  -4.03824  0.80
C  0.68680  -1.20382  -6.24836  -0.81
C  -1.65741  2.70166  -2.22596  -0.93
C  -5.68066  -0.29884  0.42840  -0.77
C  -3.42386  2.04375  2.79118  -0.36
C  1.33052  3.25724  1.18643  1.11
C  0.93509  3.44287  -0.16839  0.08
C  -0.02483  0.65284  4.96222  -0.91
C  -0.48363  1.01533  3.70061  -0.54
C  -5.83498  -1.41379  1.22482  0.31
C  -0.62314  0.06346  2.68869  0.92
C  -3.94464  4.35713  3.01187  0.18
C  3.34044  -2.75000  2.56800  -0.83
C  4.79064  -4.23473  0.73623  -0.69
C  3.32350  -2.37911  1.22447  -0.39
C  -0.24571  -1.25245  2.94589  -0.46
C  -4.39796  0.20980  0.25122  -0.23
C  -3.29275  -0.39097  0.85565  0.27
C  0.29129  -0.67027  5.19005  0.23
C  0.92739  5.60834  1.65387  -0.99
C  1.21014  -3.71350  -2.21644  0.57
C  -0.04479  0.50360  -4.62320  0.73
C  1.08585  -0.15677  -4.24710  0.19
C  1.86166  1.98515  1.65652  -0.86
C  1.51376  -1.13059  -5.18106  -0.61
C  -3.03836  4.69469  2.03398  -0.95
C  4.76828  -4.60511  2.06729  -0.36
H  0.07660  1.38304  5.75469  0.48
H  0.19460  6.76982  -0.00573  0.43
H  0.96157  6.44568  2.33973  0.39
H  -3.57257  1.01787  3.10980  0.38
H  3.52576  -2.11207  -1.23003  -0.27
H  -4.93661  -2.92446  2.43457  0.46
H  1.40530  -7.06256  -1.68794  0.38
H  -2.64375  -2.02015  2.09357  0.32
H  0.48545  -2.65325  4.42244  0.47
H  -2.88444  5.73188  1.76367  0.48
H  -4.86629  2.83370  4.19719  0.45
H  2.49351  -5.24525  -2.98185  0.48
H  -4.26962  1.10895  -0.34199  0.41
H  0.79890  -1.83391  -7.11734  0.47
H  -2.71191  4.53413  -2.50271  0.53
H  2.41034  -1.73200  -5.12173  0.08
H  -1.79696  2.72627  -1.15727  0.88
H  4.02264  -4.15894  4.03797  0.38
H  5.36253  -4.77766  -0.00646  0.45
H  -0.74335  2.04971  3.52243  0.34
H  2.64933  -3.01567  -3.30639  -0.12
H  0.21853  4.87689  -1.59262  0.57
H  -1.03173  2.58474  -5.93971  0.54
H  -2.29446  4.50418  -4.99309  0.40
H  1.66446  4.18537  3.08202  0.40
H  2.34015  1.96254  2.63638  0.28
H  2.78966  -2.14007  3.27248  0.60
H  5.32277  -5.48284  2.38273  0.36
H  -0.29817  -1.99541  2.15968  0.57
H  -6.54360  0.17029  -0.02712  0.45
H  -1.57042  3.94104  0.68207  0.32
H  -1.23758  -4.18117  0.06721  0.44
H  -0.48139  -6.53508  -0.15846  0.40

Arrangement x

DFT (the ωB97M-V functional and the def2-TZVPD basis) results for C48H33F3N3O6SSb2Se4Y as an isolated structure.

**Total charge**: -2
**Frontier orbital gap**: 6.6301 eV

Last column: Mulliken charge in e.
Positions of all 101 atoms, in Å:
Sb  2.58957  4.53171  5.35091  0.50
Sb  -0.99429  -1.75869  -0.76865  0.65
Y  0.96681  1.47199  0.38102  -0.66
Se  3.13694  4.45657  2.86145  -0.42
Se  4.28182  3.71964  6.82044  -0.62
Se  1.61973  2.77382  3.71078  -0.05
Se  0.96499  6.16965  5.95519  -0.63
S  5.61972  -0.10818  0.39240  -0.45
F  -6.40471  -2.58113  2.31537  -0.38
F  3.35112  -5.24010  2.09973  -0.40
F  -1.95451  -6.40752  -4.89329  -0.37
O  3.09598  -1.33635  -2.65511  -0.73
O  -0.17869  -0.06859  1.93262  -0.74
O  -0.34223  0.21899  4.65320  -0.40
O  0.47281  3.58966  0.54875  0.31
O  -1.43957  1.41265  0.91118  -0.56
O  1.56688  0.39797  -1.58202  1.35
N  -0.03754  1.45577  -2.86306  -1.05
N  3.00217  2.79843  -0.46632  0.68
N  -0.24634  2.17557  -1.69033  1.18
C  -1.79321  -4.62634  -1.75228  -0.02
C  -1.76863  -5.39908  -4.00057  0.48
C  2.63075  -2.02177  -4.84459  -0.54
C  -3.97023  -2.41543  -0.34752  -0.58
C  -1.98724  -5.65624  -2.66020  -0.78
C  2.91491  3.96993  -1.09014  -0.48
C  2.52962  -4.13049  0.19035  -0.57
C  4.77496  -1.25257  1.34446  -0.45
C  1.90440  -1.92731  -6.01418  -0.47
C  -3.37497  1.26025  2.92053  -0.54
C  4.18896  0.89180  0.30742  0.79
C  -1.18461  0.70683  1.91522  1.63
C  -1.49729  4.00451  -0.70813  1.17
C  0.38159  -3.00930  0.31065  0.58
C  -4.26103  1.41159  3.97231  -0.98
C  -1.18286  -3.14629  -3.53134  -0.24
C  2.37205  -4.50942  1.50662  0.31
C  -0.67265  4.19085  0.43268  0.09
C  1.26097  -4.16328  2.24691  -0.69
C  -5.18723  -2.56038  0.30262  -0.80
C  3.48566  -0.87172  1.57041  -0.41
C  3.10883  0.37734  0.97774  -0.34
C  -3.82049  1.15613  5.26368  -0.56
C  1.28136  -0.27302  -3.84883  -0.19
C  5.30649  2.68341  -1.06613  -0.90
C  -2.87304  -2.04296  1.74209  0.28
C  -2.69042  4.72730  -0.82417  -0.59
C  5.20385  3.89413  -1.71837  -0.51
C  2.33898  -1.19415  -3.75519  0.43
C  -2.78962  -2.16765  0.35633  0.13
C  -3.11006  5.59538  0.16200  -0.79
C  -2.30505  5.76415  1.29490  -0.45
C  -5.21476  -2.44143  1.67704  0.31
C  -4.08298  -2.17818  2.41535  -0.80
C  0.91048  0.58521  -2.69023  0.48
C  -1.13828  3.09010  -1.77669  -1.14
C  4.18031  2.14865  -0.43183  0.66
C  1.52518  -3.37570  -0.39571  -0.42
C  -1.39779  -3.35654  -2.17240  -0.57
C  -2.51647  0.75275  5.48959  -0.94
C  0.26689  -3.40550  1.63737  -0.34
C  0.57782  -0.18358  -5.05070  -0.23
C  -1.11244  5.09101  1.42838  -0.88
C  0.87282  -0.99746  -6.12870  -0.73
C  -2.06529  0.83438  3.12104  -0.36
C  -1.62763  0.59040  4.42747  1.43
C  -1.36554  -4.16693  -4.46129  -0.62
C  3.98682  4.56319  -1.73283  -1.12
H  -4.04430  6.13350  0.06282  0.37
H  2.80303  -1.47945  2.15404  0.47
H  -2.29347  -6.64552  -2.34573  0.43
H  2.14294  -2.58173  -6.84456  0.38
H  -1.67072  3.19111  -2.72583  0.23
H  5.27689  -2.14549  1.68764  0.49
H  -4.14597  -2.05781  3.48944  0.46
H  -2.16476  0.57403  6.50024  0.36
H  -5.27454  1.74290  3.79089  0.42
H  3.86697  5.51967  -2.22192  0.45
H  -3.94949  -2.50181  -1.42747  0.42
H  -3.29962  4.57823  -1.71095  0.34
H  -0.22192  0.54368  -5.10007  0.41
H  -0.48147  5.21722  2.30066  0.38
H  1.66317  -3.06112  -1.42359  0.16
H  -2.62064  6.43891  2.08292  0.42
H  0.30786  -0.91219  -7.04832  0.39
H  1.18669  -4.46732  3.28272  0.45
H  -6.10362  -2.75272  -0.23978  0.45
H  -1.18985  -4.01043  -5.51745  0.48
H  2.70200  -0.74873  -1.95877  0.03
H  -0.85172  -2.17726  -3.88683  0.33
H  -1.95061  -4.81968  -0.69691  0.36
H  3.43903  -2.73367  -4.73543  0.44
H  -0.14520  0.32046  5.59032  0.29
H  1.93866  4.43743  -1.04825  0.38
H  -3.67147  1.47796  1.90224  0.51
H  -4.49014  1.28254  6.10567  0.40
H  6.24620  2.14871  -1.03018  0.42
H  -1.99089  -1.80158  2.32203  0.03
H  3.42959  -4.38947  -0.35076  0.46
H  6.07135  4.32028  -2.20867  0.40
H  -0.59852  -3.12903  2.22446  0.10

Last place for stability: arrangement w